No. 1
{"formula": "C34H35F6N4", "method": "ωB97M-V with the def2-TZVPD basis set", "elements": ["F", "C", "F", "F", "C", "N", "C", "C", "C", "C", "C", "C", "C", "C", "C", "C", "C", "C", "C", "C", "C", "N", "C", "C", "F", "F", "F", "C", "C", "C", "C", "C", "C", "C", "C", "C", "C", "H", "H", "H", "H", "H", "H", "H", "H", "H", "H", "H", "H", "H", "H", "H", "H", "H", "H", "H", "H", "H", "H", "H", "N", "C", "C", "C", "C", "C", "N", "H", "H", "H", "H", "H", "H", "H", "H", "H", "H", "H", "H"], "positions_angstrom": [[-6.11127, 3.61589, -4.05117], [-5.94238, 2.73811, -3.02449], [-5.23681, 3.37852, -2.03274], [-7.18715, 2.46727, -2.49797], [-5.25215, 1.45656, -3.41204], [-4.98173, 0.67274, -2.19042], [-5.89213, -0.40041, -1.95264], [-5.71737, -1.63018, -2.61467], [-6.65252, -2.64840, -2.45554], [-7.79526, -2.44154, -1.67341], [-7.97857, -1.21590, -1.02505], [-7.04188, -0.19537, -1.17314], [-3.81169, 0.80474, -1.45619], [-3.84053, 0.50943, -0.06869], [-2.70247, 0.59777, 0.71442], [-1.41740, 0.85542, 0.14079], [-0.24194, 0.83556, 0.96564], [1.07219, 0.72369, 0.43218], [2.18808, 1.35683, 1.06769], [3.45239, 1.30426, 0.51622], [3.67712, 0.61402, -0.69552], [4.92436, 0.54105, -1.29139], [5.91515, 1.60112, -1.05614], [5.70928, 2.67035, -2.09551], [6.37879, 3.82713, -1.84866], [6.11126, 2.19878, -3.32566], [4.37372, 2.98453, -2.22399], [5.34919, -0.59087, -2.04678], [5.17194, -0.64392, -3.44327], [5.53410, -1.78811, -4.15111], [6.10227, -2.87932, -3.48687], [6.33482, -2.80776, -2.10891], [5.99125, -1.66299, -1.39678], [2.59444, -0.03304, -1.33152], [1.32603, 0.05367, -0.80319], [-1.42379, 1.23320, -1.24613], [-2.57631, 1.21188, -2.01762], [-5.95352, 0.88691, -4.03541], [-4.31994, 1.71490, -3.92487], [-4.82906, -1.74994, -3.23999], [-6.48486, -3.60715, -2.94884], [-8.53986, -3.23556, -1.57530], [-8.85708, -1.05390, -0.39890], [-7.18457, 0.77484, -0.69546], [-4.79482, 0.20841, 0.35961], [-2.78470, 0.44587, 1.78670], [-0.36438, 1.12086, 2.01444], [2.02250, 1.97768, 1.94888], [4.29494, 1.74862, 1.03836], [5.75866, 2.05819, -0.07541], [6.91960, 1.17703, -1.18926], [4.74862, 0.22441, -3.95164], [5.36303, -1.82938, -5.22639], [6.37247, -3.78178, -4.03847], [6.78302, -3.64611, -1.57632], [6.17576, -1.56395, -0.32400], [2.77794, -0.57116, -2.25947], [0.49463, -0.34763, -1.37886], [-0.50820, 1.57756, -1.72327], [-2.52966, 1.42944, -3.08296], [0.36336, 1.90430, 5.26690], [0.96246, 0.75742, 5.95237], [0.38342, -0.49543, 5.29511], [0.96887, -1.80787, 5.85535], [1.12041, -2.71205, 4.62332], [1.03808, -1.79075, 3.38999], [0.53205, -0.55286, 3.88127], [-0.64200, 1.88426, 5.44233], [0.73397, 2.76856, 5.66217], [2.06449, 0.77101, 5.85022], [0.70271, 0.71497, 7.02780], [-0.69111, -0.50573, 5.56380], [1.93229, -1.64944, 6.35984], [0.26761, -2.23969, 6.57215], [2.05808, -3.26597, 4.66452], [0.28329, -3.41377, 4.59374], [2.04301, -1.70112, 2.92187], [0.37544, -2.22657, 2.61574], [0.53998, 0.28785, 3.31861]], "lowdin_charge": [0.137, -0.526, 0.117, 0.111, -0.006, -0.027, -0.248, -0.011, -0.070, -0.068, -0.061, -0.023, -0.170, 0.026, 0.015, -0.191, 0.103, -0.204, 0.019, 0.015, -0.169, -0.025, -0.007, -0.524, 0.140, 0.111, 0.115, -0.242, -0.024, -0.063, -0.067, -0.068, -0.007, 0.033, 0.001, -0.002, 0.017, 0.158, 0.130, 0.123, 0.111, 0.112, 0.113, 0.120, 0.120, 0.126, 0.118, 0.130, 0.114, 0.125, 0.161, 0.120, 0.112, 0.112, 0.111, 0.124, 0.123, 0.120, 0.122, 0.114, -0.015, -0.249, -0.386, -0.130, -0.156, -0.232, -0.033, 0.074, 0.071, 0.123, 0.119, 0.134, 0.114, 0.111, 0.105, 0.107, 0.106, 0.105, 0.057], "e_above_lowest_ev": 0.114, "charge": 1, "gap_ha": 0.198, "e_lumo_ev": -4.78}



No. 2
{"formula": "C34H35N2OPt", "method": "ωB97M-V with the def2-TZVPD basis set", "elements": ["C", "C", "C", "H", "C", "C", "H", "C", "C", "C", "H", "C", "C", "H", "H", "H", "H", "H", "H", "Pt", "C", "C", "C", "H", "H", "H", "H", "H", "H", "C", "C", "H", "H", "O", "N", "C", "H", "C", "C", "H", "C", "H", "C", "H", "C", "H", "C", "H", "H", "H", "C", "C", "C", "C", "C", "C", "N", "C", "C", "C", "C", "C", "C", "H", "H", "H", "H", "H", "H", "H", "H", "H", "H"], "positions_angstrom": [[1.82614, 0.47180, 0.78380], [1.99684, -0.44157, -0.38617], [2.27314, 0.41223, -1.51627], [2.19858, -1.50763, -0.30572], [2.17539, 1.75943, -1.10744], [1.88223, 1.83357, 0.25740], [2.35389, 2.61160, -1.76926], [-1.89523, -2.21947, 1.30206], [-0.88295, -3.12572, 0.98124], [-0.34068, -2.82496, -0.28055], [-0.57926, -3.97276, 1.60126], [-1.07187, -1.68239, -0.83678], [-1.99150, -1.21706, 0.26853], [2.63709, 0.06711, -2.48848], [1.78265, 2.72368, 0.86772], [2.03065, 0.16771, 1.80931], [-2.79946, -0.48570, 0.13788], [0.33033, -3.45223, -0.85366], [-2.61346, -2.30241, 2.12337], [-0.11960, -0.14886, 0.28738], [-1.35640, -1.50852, -2.33021], [-2.84938, -1.24860, -2.62147], [-0.85150, -2.72728, -3.09473], [-3.46226, -2.13716, -2.40234], [-2.97290, -0.97244, -3.68261], [-3.26172, -0.43117, -2.01270], [-1.29934, -3.66561, -2.74952], [0.23240, -2.80547, -2.96194], [-1.05035, -2.58539, -4.16328], [-0.53983, -0.31806, -2.90001], [-1.05169, 1.00398, -2.43562], [-0.56280, -0.38800, -3.98850], [0.53738, -0.40278, -2.59640], [-1.21133, 1.17092, -1.18783], [-1.42669, 1.99248, -3.32465], [-0.49274, 2.84380, -4.11600], [-2.15857, 2.56961, -2.94861], [0.70658, 2.14921, -4.71391], [1.94590, 2.79718, -4.67714], [1.99330, 3.79225, -4.22595], [3.08901, 2.17964, -5.19370], [4.03290, 2.72477, -5.17386], [3.01199, 0.88600, -5.71838], [3.90916, 0.40616, -6.10363], [1.77544, 0.24121, -5.78436], [1.70272, -0.77447, -6.17559], [0.61740, 0.92037, -5.37716], [-0.36780, 0.48079, -5.55846], [-0.13610, 3.63047, -3.41444], [-1.04680, 3.36642, -4.92015], [-1.23411, 4.59192, 2.31274], [-1.78409, 3.80271, 1.28869], [-1.76148, 2.42134, 1.39271], [-0.97632, 1.80833, 2.39962], [-0.40918, 2.61891, 3.41698], [-0.54043, 4.00240, 3.37818], [-0.62762, 0.47654, 2.25671], [-0.36238, -0.31847, 3.36147], [0.61133, -1.33371, 3.31318], [0.87055, -2.11704, 4.43104], [0.21589, -1.84150, 5.64179], [-0.80106, -0.87524, 5.70237], [-1.09936, -0.14009, 4.55922], [-1.34858, 5.67652, 2.27500], [-2.24387, 4.25522, 0.40412], [-2.29159, 1.80237, 0.66465], [0.16923, 2.14711, 4.20946], [-0.09418, 4.62168, 4.16051], [1.15229, -1.51850, 2.38663], [1.60664, -2.92305, 4.33975], [0.50304, -2.38633, 6.54413], [-1.33930, -0.68760, 6.63483], [-1.87708, 0.62106, 4.57885]], "mulliken_spin": [-0.048, -0.032, 0.350, 0.003, -0.130, 0.325, -0.001, 0.433, -0.108, 0.417, 0.003, 0.011, -0.030, -0.023, 0.020, 0.023, -0.013, 0.004, -0.002, 0.766, -0.131, 0.014, 0.029, -0.003, 0.000, 0.001, -0.007, -0.003, 0.000, 0.024, -0.025, 0.002, -0.002, 0.000, 0.000, 0.003, 0.000, -0.003, 0.003, 0.001, -0.001, 0.000, 0.000, 0.000, 0.000, 0.000, 0.004, -0.001, -0.001, 0.000, 0.005, -0.002, 0.008, 0.005, 0.003, 0.000, 0.110, -0.004, -0.015, -0.013, 0.009, -0.004, 0.028, 0.000, 0.000, -0.007, 0.000, 0.000, 0.003, 0.000, 0.001, -0.001, 0.001], "multiplicity": 3, "charge": -1, "s_squared": 2.048, "gap_ha": [0.193, 0.206], "e_lumo_ev": [2.46, 2.46]}



No. 3
{"formula": "C34H35N3O2ReSbSe4Si", "method": "ωB97M-V with the def2-TZVPD basis set", "elements": ["Re", "C", "Si", "C", "N", "C", "C", "C", "C", "C", "C", "C", "C", "C", "C", "C", "C", "C", "C", "C", "C", "C", "H", "H", "H", "H", "H", "H", "H", "H", "H", "H", "H", "H", "H", "H", "H", "H", "H", "H", "H", "H", "H", "H", "H", "H", "Se", "Sb", "Se", "Se", "Se", "O", "C", "N", "C", "C", "O", "N", "C", "C", "C", "C", "C", "C", "C", "C", "C", "C", "C", "C", "H", "H", "H", "H", "H", "H", "H", "H", "H", "H", "H"], "positions_angstrom": [[0.97913, -0.92828, 0.19591], [-0.84242, -0.36324, 1.10856], [-0.61807, -0.37130, 2.96717], [1.19514, 0.15902, 3.11696], [1.85579, 0.39466, 1.77237], [1.60473, 1.83098, 1.36859], [2.19386, 2.89098, 2.30032], [3.57137, 2.49102, 2.83706], [4.18742, 1.43892, 1.92753], [3.36640, 0.16526, 1.99649], [-1.73866, 0.86929, 3.78406], [-1.33463, 1.57517, 4.91806], [-2.19340, 2.45278, 5.56081], [-3.47834, 2.64150, 5.07464], [-3.90163, 1.94919, 3.94961], [-3.03870, 1.07091, 3.31490], [-0.80549, -2.10672, 3.63369], [-0.17447, -2.45732, 4.82859], [-0.29724, -3.73109, 5.35976], [-1.05716, -4.68560, 4.69992], [-1.69325, -4.35980, 3.51130], [-1.56623, -3.08302, 2.98751], [-1.33389, 0.55937, 0.79350], [-1.48696, -1.18130, 0.75529], [1.75325, -0.62301, 3.62710], [1.30935, 1.06767, 3.70820], [0.52429, 1.95070, 1.28462], [2.01889, 1.95917, 0.36906], [1.50624, 3.14723, 3.10707], [2.28272, 3.79158, 1.68838], [3.47975, 2.06520, 3.84085], [4.21305, 3.36561, 2.93271], [5.20015, 1.19015, 2.24885], [4.26436, 1.80093, 0.89809], [3.47162, -0.27811, 2.98183], [3.72912, -0.57540, 1.29063], [-0.33392, 1.44781, 5.31807], [-1.86165, 2.99120, 6.43849], [-4.14989, 3.32972, 5.57043], [-4.90304, 2.09686, 3.56796], [-3.38850, 0.53991, 2.43551], [0.43661, -1.73603, 5.36071], [0.20196, -3.98113, 6.28617], [-1.15602, -5.67979, 5.11462], [-2.29146, -5.10084, 2.99742], [-2.07780, -2.85184, 2.05758], [1.63717, -0.29905, -5.03996], [1.75519, 0.99075, -2.90874], [2.91244, -0.48737, -1.12899], [2.67382, 3.11703, -2.99437], [-0.23270, 0.47081, -1.48209], [2.84346, -2.83786, 3.36268], [2.30960, -3.31960, 2.40243], [2.32564, -4.59774, 1.93247], [1.75548, -4.75743, 0.59441], [1.13520, -3.39717, 0.50799], [0.46886, -2.83784, -0.44127], [1.47570, -2.59129, 1.47328], [2.81615, -4.73093, -0.51942], [2.40840, -4.97224, -1.82846], [3.32066, -4.87372, -2.86449], [4.64185, -4.53457, -2.60114], [5.04648, -4.29238, -1.29965], [4.13330, -4.38123, -0.25624], [0.80336, -5.92853, 0.50263], [1.33126, -7.20873, 0.38213], [0.48773, -8.30632, 0.36409], [-0.88588, -8.12820, 0.45011], [-1.41362, -6.85296, 0.55837], [-0.57035, -5.75156, 0.59104], [2.86399, -5.31215, 2.39479], [1.37943, -5.24085, -2.03188], [3.00266, -5.06906, -3.87946], [5.35357, -4.46470, -3.41255], [6.07594, -4.03679, -1.08806], [4.46396, -4.18425, 0.75570], [2.40168, -7.34850, 0.28659], [0.90147, -9.30100, 0.27320], [-1.54379, -8.98599, 0.42606], [-2.48458, -6.71149, 0.61444], [-0.99249, -4.75844, 0.68080]], "mulliken_spin": [2.077, -0.016, 0.033, 0.015, -0.059, 0.011, 0.007, 0.000, 0.000, 0.024, 0.004, 0.001, 0.001, 0.000, -0.001, -0.001, 0.001, 0.002, 0.000, 0.000, 0.000, -0.003, -0.004, 0.002, -0.003, -0.005, 0.016, 0.001, -0.001, 0.000, 0.000, 0.000, -0.002, 0.006, 0.003, -0.015, 0.001, 0.000, 0.000, 0.000, 0.002, 0.000, 0.000, 0.000, 0.000, 0.002, 1.031, -0.065, -0.108, 0.049, 0.103, 0.002, 0.000, 0.004, -0.026, -0.101, 0.017, -0.018, -0.003, 0.007, -0.001, -0.001, -0.001, 0.002, 0.003, 0.000, 0.000, 0.000, 0.000, 0.000, 0.000, -0.001, 0.001, 0.000, 0.001, 0.000, 0.000, 0.000, 0.000, 0.000, 0.005], "e_above_lowest_ev": 0.000, "multiplicity": 4, "charge": 1, "s_squared": 3.825, "gap_ha": [0.213, 0.209], "e_lumo_ev": [-5.28, -5.36]}



No. 4
{"formula": "C34H35N9O8", "method": "ωB97M-V with the def2-TZVPD basis set", "elements": ["O", "N", "O", "C", "C", "C", "C", "C", "C", "H", "H", "H", "H", "H", "O", "N", "O", "C", "C", "C", "C", "C", "C", "H", "H", "H", "H", "H", "O", "N", "O", "C", "C", "C", "C", "C", "C", "H", "H", "H", "H", "H", "O", "N", "O", "C", "C", "C", "C", "C", "C", "H", "H", "H", "H", "H", "C", "C", "N", "H", "H", "H", "C", "C", "N", "H", "H", "H", "C", "C", "N", "H", "H", "H", "C", "C", "N", "H", "H", "H", "C", "C", "N", "H", "H", "H"], "positions_angstrom": [[-5.04031, 4.58715, 1.38607], [-3.90064, 4.23836, 1.55926], [-3.52062, 3.62687, 2.54554], [-2.96597, 4.57046, 0.47595], [-3.08221, 5.82817, -0.09679], [-2.07052, 6.31204, -0.89034], [-1.00460, 5.48974, -1.21682], [-0.94998, 4.19929, -0.74980], [-1.89531, 3.74735, 0.15168], [-3.85189, 6.48858, 0.29261], [-2.11661, 7.29248, -1.34157], [-0.18493, 5.87583, -1.80808], [-0.06676, 3.58661, -0.88691], [-1.78438, 2.83251, 0.72605], [0.10268, -2.96588, 2.19491], [0.43883, -3.34051, 1.09361], [0.67906, -2.58006, 0.17578], [0.35228, -4.76586, 0.81909], [0.16298, -5.63991, 1.84652], [0.11971, -6.97862, 1.58994], [0.08000, -7.42363, 0.28006], [0.27710, -6.53006, -0.76859], [0.46924, -5.18723, -0.48224], [0.04279, -5.26969, 2.85371], [-0.15745, -7.72050, 2.32779], [-0.12193, -8.46110, 0.04154], [0.29219, -6.89344, -1.78804], [0.69890, -4.50889, -1.29276], [-5.26730, 0.32656, 2.07644], [-4.46111, 0.11035, 1.18651], [-3.60732, -0.76822, 1.20290], [-4.49330, 0.96611, 0.01918], [-3.40491, 0.98284, -0.83540], [-3.42079, 1.82807, -1.91117], [-4.55043, 2.57604, -2.22152], [-5.61224, 2.60355, -1.31631], [-5.59055, 1.75206, -0.20531], [-2.50305, 0.48419, -0.50938], [-2.49179, 1.97212, -2.44926], [-4.51205, 3.12890, -3.15272], [-6.42257, 3.31262, -1.43933], [-6.46760, 1.62206, 0.41778], [8.19973, 2.16263, -3.26881], [7.15259, 2.23576, -2.66588], [6.44898, 3.21034, -2.62853], [6.69970, 1.05301, -1.92737], [5.66545, 1.21803, -1.02998], [5.30191, 0.11032, -0.28986], [5.96543, -1.10631, -0.39825], [7.02721, -1.20902, -1.28572], [7.43682, -0.10470, -2.01323], [5.06787, 2.11167, -0.97964], [4.39136, 0.16817, 0.29733], [5.74563, -1.93473, 0.25874], [7.66390, -2.07880, -1.16573], [8.30430, -0.12149, -2.65769], [-2.48245, -2.23494, -2.38713], [-3.66510, -1.72494, -3.03254], [-4.63309, -1.34863, -3.45504], [-2.18930, -3.18784, -2.81949], [-2.63682, -2.34352, -1.31528], [-1.66966, -1.51749, -2.52164], [-3.90433, 1.73865, 5.20850], [-2.67012, 1.41265, 4.50265], [-1.70249, 1.12725, 3.94047], [-4.24780, 0.82565, 5.69306], [-4.63799, 2.12635, 4.50469], [-3.75395, 2.50157, 5.96888], [0.89373, 0.72966, 0.61114], [0.28466, 0.51868, -0.69211], [-0.18812, 0.32151, -1.73414], [1.15945, 1.77597, 0.75387], [1.71994, 0.04856, 0.78683], [0.12229, 0.51581, 1.35351], [2.22193, -0.98468, 3.73998], [3.00303, -1.43875, 2.59471], [3.62594, -1.80327, 1.67551], [2.47714, -1.46007, 4.67959], [1.16680, -1.14859, 3.50900], [2.36143, 0.09189, 3.86049], [3.00539, -2.09318, -2.28778], [4.02734, -1.54968, -3.17288], [4.88235, -1.23052, -3.88650], [2.70186, -3.07087, -2.66239], [2.10010, -1.49119, -2.30292], [3.36032, -2.12824, -1.25897]], "lowdin_charge": [0.087, -0.341, 0.073, -0.145, -0.006, -0.064, -0.069, -0.069, -0.015, 0.125, 0.111, 0.112, 0.102, 0.117, 0.077, -0.327, 0.056, -0.159, -0.009, -0.064, -0.064, -0.054, 0.001, 0.126, 0.114, 0.111, 0.110, 0.114, 0.071, -0.335, 0.061, -0.171, -0.047, -0.091, -0.049, -0.046, -0.006, 0.090, 0.104, 0.111, 0.111, 0.126, 0.079, -0.362, 0.080, -0.162, -0.003, -0.092, -0.100, -0.072, -0.012, 0.116, 0.072, 0.081, 0.110, 0.122, -0.073, -0.308, 0.143, 0.079, 0.079, 0.046, -0.066, -0.289, 0.126, 0.086, 0.071, 0.083, -0.050, -0.262, 0.165, 0.085, 0.047, 0.079, -0.055, -0.246, 0.168, 0.086, 0.066, 0.090, -0.067, -0.265, 0.151, 0.080, 0.061, 0.057], "e_above_lowest_ev": 0.510, "gap_ha": 0.320, "e_lumo_ev": -0.98}